Formula: H80O40
Source: the Open Molecules 2025 dataset
Level of theory: ωB97M-V/def2-TZVPD

For the total energy, the calculation gives -3057.41871 Ha. As for the energy above the lowest of the compared OMol25 structures with the same formula, charge and spin: 889.1 kJ/mol. Its highest occupied orbital energy is -10.13 eV. The charge is 0. Its lowest unoccupied orbital energy is -0.4 eV.

XYZ file:
```
120
Properties=species:S:1:pos:R:3:forces:R:3:mulliken_charge:R:1
H 0.828589 1.782268 -0.656372 -1.1 -1.2 -2.4 0.122
H -0.398569 1.448114 -0.320529 -1.4 -1.2 -0.3 -0.262
O 0.082452 1.166849 -1.118968 1.7 1.8 2.1 0.747
H -3.100702 -5.757074 -0.114475 0.7 -0.3 -0.4 0.257
H -1.971741 -4.763880 -0.855224 -0.7 -0.8 0.6 0.277
O -2.805598 -4.878830 -0.349054 0.0 1.5 -0.1 -0.598
H 3.684357 2.327066 1.803143 0.2 1.1 0.4 0.315
H 4.259435 3.778158 1.933531 0.4 0.3 -0.3 0.246
O 3.480170 3.254715 2.083854 -0.6 -1.8 0.0 -0.626
H 3.409652 0.504755 5.892974 -0.5 0.5 1.3 0.269
H 1.953598 0.400528 5.130460 -1.1 0.5 1.0 0.367
O 2.898495 0.397616 5.111190 1.1 0.4 -1.7 -0.605
H -5.532066 -0.093865 0.569338 -1.0 -2.0 -1.3 0.406
H -5.383741 -1.574654 0.803496 0.0 -0.6 0.0 0.274
O -5.815016 -1.001283 0.167724 0.8 2.7 1.1 -0.630
H 2.701408 -1.477998 3.394547 -0.8 -0.7 -0.9 0.244
O 1.969432 -1.635504 2.731571 -0.1 1.3 0.6 -0.257
H -0.032194 -3.239775 -5.521999 1.2 -0.4 1.2 0.207
O -0.211446 -2.353368 -5.853844 -0.9 -1.5 -1.0 -0.720
H -1.210183 -1.461648 1.133265 -0.7 0.0 -0.5 0.071
H -0.831668 -1.992331 -0.372644 0.1 0.9 1.7 0.114
O -0.503310 -1.631945 0.524900 1.7 -0.5 -0.5 0.347
H -0.424379 3.793133 -4.993273 0.3 0.1 0.2 0.319
H -0.886295 2.420037 -5.420022 0.0 0.4 0.3 0.310
O -1.214332 3.320026 -5.252004 -0.4 -0.5 -0.3 -0.659
H 1.122810 -1.702934 -4.931723 0.0 0.4 -0.9 0.387
H 1.728312 -0.919785 -3.702149 0.8 0.7 -0.2 0.138
O 1.146818 -1.606579 -3.989366 0.0 -0.7 1.7 -0.556
H 2.783331 -4.490497 3.890459 -0.8 0.0 -0.3 0.287
H 3.600491 -4.398414 2.719731 -0.1 0.0 -0.7 0.305
O 2.660549 -4.508258 2.922701 1.0 -0.1 0.9 -0.582
H 2.432861 -2.269705 -0.924852 -0.9 0.1 -0.5 0.154
O 2.877425 -2.787033 -0.271946 1.6 0.2 0.9 -0.527
H -4.587871 3.587508 3.495570 -0.3 -0.3 0.3 0.314
H -4.654694 2.403597 2.576886 -0.5 -0.1 0.4 0.310
O -4.947918 2.683757 3.462439 0.8 0.7 -0.6 -0.616
H 1.410270 5.991366 -0.731515 0.1 0.0 0.4 0.260
H 0.043685 6.575061 -0.912981 0.4 0.2 0.5 0.316
O 0.786728 6.573886 -0.277251 -0.7 -0.3 -0.9 -0.602
H 1.348583 2.564731 4.790227 -0.5 -0.2 -0.6 0.313
H 0.297184 1.745429 3.895407 0.1 0.0 -0.3 0.207
O 0.553990 2.007842 4.782443 0.2 0.0 1.0 -0.641
H -1.310175 -3.891625 -3.845284 -0.3 0.1 0.6 0.332
H -0.388526 -4.953968 -3.172731 0.1 0.4 0.1 0.272
O -0.691396 -4.603985 -4.014240 0.2 -0.4 -0.8 -0.740
H -1.901199 2.808914 0.327062 0.3 -1.1 -0.5 0.046
H -1.440724 3.860992 1.136879 1.0 0.2 0.5 0.248
O -1.049367 3.054815 0.743127 -1.3 0.9 0.2 -0.414
H 4.578280 -1.009248 4.214891 0.1 0.5 0.4 0.294
H 3.669075 -1.542495 5.392750 0.2 0.5 -0.3 0.300
O 3.939994 -1.663816 4.480098 0.7 -2.3 -0.3 -0.621
H -2.470777 2.871018 -3.410593 0.7 -0.1 1.1 0.273
O -2.592983 2.722612 -2.442988 -0.3 0.5 -1.3 -0.571
H -1.119162 4.344117 3.356358 0.4 0.6 -0.7 0.247
H -1.264084 4.060408 4.715552 0.2 -0.2 1.2 0.303
O -0.824057 4.725937 4.189643 -0.5 -0.3 -0.5 -0.605
H 0.157399 -4.992510 0.558545 0.0 -0.3 0.3 0.272
O 0.257651 -4.175043 0.074630 0.5 -0.2 -0.1 -0.583
H -0.100643 -1.130138 6.705065 0.3 0.0 1.0 0.250
H -0.728859 0.240370 6.210287 0.4 -0.5 0.2 0.279
O -0.555006 -0.692129 6.005184 -0.6 0.5 -1.2 -0.523
H 0.263575 1.068906 -3.090859 -0.4 -0.5 1.2 0.352
H 0.329374 0.289967 -4.479150 -0.4 -1.0 0.4 0.302
O 0.371919 1.120226 -4.027043 0.3 1.5 -2.0 -0.584
H -3.146228 -2.764594 0.372008 -0.6 0.3 -0.6 0.096
H -3.635845 -1.282183 -0.237179 -0.6 -1.0 0.1 0.020
O -2.950203 -1.838255 0.152806 0.2 0.2 0.1 -0.151
H -3.602315 0.737501 2.724915 -0.4 -0.4 -0.1 0.222
H -4.785262 -0.252402 2.456499 -0.3 -0.5 0.9 0.179
O -4.254976 0.429199 2.072086 1.0 0.8 -0.6 -0.501
H -5.540336 -0.232588 -3.369881 -0.7 0.1 -0.1 0.248
H -4.765788 0.433410 -2.199033 -0.2 -0.1 -0.5 0.272
O -4.679925 -0.130574 -2.985416 0.9 0.1 0.6 -0.479
H 2.429121 1.179300 -0.204932 -0.5 -0.7 0.2 0.187
H 3.064110 -0.145849 0.430892 -0.8 -0.5 0.2 0.066
O 3.213724 0.746968 0.128769 1.4 0.6 0.2 -0.580
H -2.801739 -2.538413 -2.147370 0.7 -0.3 -1.5 0.116
H -3.919910 -3.135799 -2.677692 -1.0 -0.6 -1.0 0.344
O -3.071255 -2.890338 -3.050317 0.0 0.7 2.4 -0.684
H -0.468826 -3.493952 4.758767 0.4 -0.1 0.3 0.279
H -0.930027 -2.568292 3.674099 0.0 -0.1 0.1 0.302
O -1.243769 -3.272403 4.253304 -0.4 0.1 -0.5 -0.618
H 2.539840 1.412393 -3.149185 -0.2 1.4 0.2 0.266
H 2.352819 1.948847 -1.724008 0.1 1.4 -2.8 0.430
O 2.350732 2.275172 -2.695056 0.7 -2.2 2.2 -0.616
H 0.172657 -2.114634 -2.155070 -1.4 -1.1 0.8 -0.198
H -1.103842 -1.701467 -2.624355 -0.3 -0.5 0.9 -0.140
O -0.786106 -2.324309 -1.903598 2.1 1.6 -2.5 0.604
H -3.386175 0.983432 0.281724 0.3 1.7 -1.7 0.246
O -3.290153 1.682489 -0.471430 0.5 -3.8 1.0 -0.731
H -0.754848 -0.622885 2.759826 -0.3 0.5 0.4 -0.091
H 0.432158 0.071635 2.401853 0.4 0.2 -0.2 0.135
O -0.460909 0.300166 2.698960 0.2 -0.6 -0.1 -0.004
H -1.761166 2.630310 -1.958730 0.3 0.1 -0.9 0.277
H 2.212764 -2.344598 2.140466 0.3 -0.3 0.0 0.137
H 0.412451 -3.486796 0.742671 -0.6 0.2 -0.2 0.190
H -0.967803 -2.737121 -6.314655 -0.6 1.3 -0.8 0.325
H 2.408925 -3.599677 -0.091758 -0.8 -0.3 -0.4 0.305
H -2.877733 1.144461 -1.248750 -1.0 1.6 1.8 0.325
O 1.570356 2.982740 -0.082444 -0.2 -0.1 1.4 -0.358
H 0.698386 3.234371 0.302028 0.0 0.3 -0.5 0.081
H 2.022609 2.705882 0.740039 0.4 0.9 -0.2 0.452
O 3.897219 5.307501 -0.279296 0.8 -1.2 -2.2 -0.597
H 4.538043 4.623589 -0.620171 -0.5 0.7 1.1 0.319
H 3.515413 5.445632 -1.176671 -0.2 0.4 0.9 0.296
O 2.375600 -4.118184 -3.202728 0.1 -1.1 0.3 -0.614
H 2.923103 -3.675311 -2.554242 0.1 0.3 -0.1 0.248
H 2.029550 -3.474462 -3.812127 -0.2 0.7 0.0 0.346
O -2.691957 5.260768 1.204602 0.4 0.1 -1.7 -0.607
H -2.511777 5.116198 0.229531 -0.6 0.3 1.4 0.276
H -2.543944 6.214248 1.308712 0.0 -0.3 0.2 0.293
O -1.879024 -0.556963 -4.094385 3.1 -0.6 0.8 -0.341
H -1.846280 0.326347 -4.431643 -1.3 0.3 0.0 0.167
H -2.592272 -1.151112 -3.973409 -2.1 0.2 -0.4 0.159
O 5.052488 0.375243 -2.090762 -0.8 -0.2 1.8 -0.626
H 4.938054 -0.562942 -1.910103 0.5 -0.7 -0.9 0.286
H 4.634646 0.619135 -1.223049 0.3 0.8 -1.0 0.302
O 6.354072 -2.646370 -1.078485 0.0 -0.3 -0.3 -0.605
H 6.079157 -3.325285 -0.464765 -0.2 -0.6 0.0 0.305
H 6.353183 -1.893588 -0.504704 0.2 1.0 0.3 0.306
```
Forces are in eV/Å.



Formula: C24H32BBrCoIN6
Source: the Open Molecules 2025 dataset
Level of theory: ωB97M-V/def2-TZVPD

The expectation value of S² is 6.03. Its spin multiplicity is 5. For the total energy, the calculation gives -5541.09577 Ha. Its highest occupied orbital energy (alpha / beta) is -13.92 / -13.91 eV. The charge is +2. Its lowest unoccupied orbital energy (alpha / beta) is -6.7 / -10.6 eV.

XYZ file:
```
66
Properties=species:S:1:pos:R:3:forces:R:3:lowdin_spin:R:1
Co -0.217182 -0.040580 0.337475 0.0 0.1 -0.4 2.722
C 4.442596 -1.314784 1.340894 0.0 0.0 0.0 0.000
C 3.598379 -0.040952 1.232885 0.0 0.0 0.0 0.001
C 2.593987 0.026545 2.365965 0.0 0.0 0.0 0.002
C 2.974121 0.050426 -0.129342 -0.1 0.0 0.0 0.012
C 3.684416 0.145949 -1.324122 0.0 0.0 0.0 0.003
C 2.728266 0.184028 -2.314507 0.0 0.0 0.0 0.008
N 1.521178 0.115381 -1.750502 -0.1 0.1 0.1 0.004
N 1.654231 0.036016 -0.390253 0.2 0.0 0.0 0.051
B 0.145448 0.114297 -2.460322 0.0 0.0 0.0 0.004
N -0.612210 -1.180971 -2.105377 0.0 -0.1 0.1 0.004
C -1.044308 -2.120551 -2.949578 0.0 0.0 0.0 0.008
C -1.666245 -3.114494 -2.227645 0.0 0.0 0.0 0.003
C -1.579931 -2.710292 -0.897187 0.1 0.0 0.1 0.011
N -0.935005 -1.532893 -0.821452 -0.1 -0.1 -0.1 0.051
C -2.122718 -3.468958 0.277102 -0.1 -0.1 -0.1 0.001
C -3.644563 -3.606569 0.162192 0.0 0.0 0.0 0.001
C -1.743296 -2.855111 1.609460 0.0 0.0 0.0 0.002
N -0.693139 1.321762 -1.984633 0.1 0.0 0.1 0.003
C -1.207466 2.304873 -2.721762 0.0 0.0 0.0 0.009
C -1.906697 3.160585 -1.890616 0.0 0.0 -0.1 0.004
C -1.771406 2.621204 -0.618139 -0.1 -0.1 0.1 0.012
N -1.028678 1.501066 -0.672800 0.0 0.1 -0.1 0.052
C -2.350674 3.151867 0.654876 -0.1 0.1 -0.1 0.001
C -1.240712 3.497353 1.637300 0.1 0.1 0.1 0.001
C -3.409820 2.208489 1.227969 0.0 -0.1 0.0 0.001
H 4.918331 -1.377019 2.319964 0.0 0.0 0.0 0.000
H 5.227315 -1.338118 0.587194 0.0 0.0 0.0 0.000
H 3.819905 -2.200870 1.203136 0.0 0.0 0.0 0.000
H 4.268154 0.819992 1.318849 0.0 0.0 0.0 0.000
H 1.947436 -0.854665 2.354241 0.0 0.0 0.0 0.001
H 1.977899 0.928743 2.302889 0.0 0.0 -0.1 0.000
H 3.114952 0.037777 3.325696 0.0 0.0 0.0 0.000
H 4.752167 0.186642 -1.446877 0.0 0.0 0.0 0.000
H 2.822379 0.251489 -3.385381 0.0 0.0 0.0 0.001
H 0.305943 0.178887 -3.639084 0.0 0.0 0.0 0.000
H -0.872880 -2.015420 -4.007749 0.0 0.0 0.0 0.001
H -2.118521 -4.013647 -2.606840 0.0 0.0 0.0 0.000
H -1.689897 -4.472133 0.221220 0.0 0.0 0.0 0.000
H -4.116919 -2.623916 0.103485 0.0 0.0 0.0 0.000
H -4.046901 -4.129312 1.029982 0.0 0.0 0.0 0.000
H -3.927568 -4.167756 -0.726469 0.0 0.0 0.0 0.000
H -2.326398 -1.934708 1.753910 0.0 0.0 0.0 0.000
H -0.672941 -2.641979 1.670669 0.0 0.0 0.0 0.002
H -1.996038 -3.521725 2.433722 0.0 0.0 0.0 0.000
H -1.044549 2.326904 -3.786207 0.0 0.0 0.0 0.001
H -2.444386 4.050813 -2.164884 0.0 0.0 0.0 0.000
H -2.852027 4.085568 0.391325 0.0 0.0 0.0 0.000
H -0.606350 2.623904 1.802254 0.0 0.0 0.1 0.001
H -1.657773 3.831320 2.589695 0.0 0.0 0.0 0.000
H -0.603530 4.291629 1.245823 0.0 0.0 0.0 0.000
H -3.036196 1.184706 1.317087 0.0 0.0 0.0 0.001
H -4.282696 2.171608 0.577337 0.0 0.0 0.0 0.000
H -3.739668 2.539797 2.213183 0.0 0.0 0.0 0.000
Br 0.169797 -1.567964 6.136490 -0.1 -0.2 0.1 0.261
C 0.594912 0.163742 5.829324 0.1 0.3 0.0 0.230
C 1.280894 0.857459 6.872699 0.0 -0.1 0.0 0.064
C 1.694101 2.139964 6.678989 0.0 -0.1 0.1 0.041
C 1.443853 2.761902 5.441754 0.0 0.1 -0.1 0.228
C 0.753208 2.108632 4.410377 -0.1 -0.1 0.0 0.023
C 0.298292 0.825829 4.578778 0.1 0.1 0.3 0.110
I -0.884060 -0.141905 3.180211 -0.1 0.0 0.2 0.053
H 1.468731 0.333654 7.799969 0.0 0.0 0.0 0.000
H 2.214920 2.679313 7.457750 0.0 0.0 0.0 0.000
H 1.780417 3.778493 5.281528 0.0 0.0 0.0 0.010
H 0.574620 2.639586 3.490081 -0.1 0.1 -0.1 -0.001
```
Forces are in eV/Å.



- The lowest total energy belongs to which entry?
  C24H32BBrCoIN6



- Which value of total energy does entry 1 give?
  -3057.41871 Ha



- Among the records above, which one has the lowest charge?
  H80O40